A 2-piece molecular cluster, C9H14 overall, computed with ωB97M-V/def2-TZVPD.

Geometry (Å):
C: 0.46819 -1.65421 3.21923
C: -0.27947 -1.12541 2.00675
C: -1.33538 -0.23579 2.18601
C: -2.10165 0.15434 1.09525
C: -1.75062 -0.25237 -0.18576
C: -0.57061 -0.95370 -0.36989
C: 0.15825 -1.41454 0.72411
H: 1.05004 -0.82523 3.63457
H: 1.18562 -2.39127 2.87144
H: -0.21656 -2.07092 3.95077
H: -1.57286 0.12019 3.17942
H: -2.99526 0.73410 1.26833
H: -2.40402 -0.07758 -1.02550
H: -0.25542 -1.17345 -1.38107
H: 1.09874 -1.92468 0.52586
C: 1.10124 0.96800 -3.08553
C: 1.28234 2.29868 -2.33149
H: 1.71143 1.02666 -3.98156
H: 1.48842 0.14883 -2.47571
H: 0.05952 0.79626 -3.35608
H: 0.64308 2.29787 -1.44135
H: 2.31392 2.46595 -2.04425
H: 0.92107 3.08822 -2.98354

Forces on atoms 1 to 6 (eV/Å):
C 0.197 0.628 -0.927
C 0.611 0.236 0.722
C -0.191 -0.326 -0.462
C -0.022 -0.115 0.181
C 0.009 -0.111 0.239
C -0.122 -0.218 -0.032

Its spin multiplicity is 1. As for the structure (SMILES): Cc1ccccc1.CC. As for the LUMO energy: 1.03 eV. Its total energy is -351.3207 Eh. The orbital gap is 10.06 eV. Its HOMO energy is -9.03 eV. The energy above the lowest of the compared OMol25 structures with the same formula, charge and spin comes out at 0.257 eV.